DFT (the ωB97M-V functional and the def2-TZVPD basis) results for C20H35AsBrCoF6N6O8S2Si2 as an isolated structure.

Calculated values
total charge = -1
spin multiplicity = 2
M = 935.587 g/mol
highest occupied orbital energy (alpha / beta) = -3.9 / -3.9 eV
relative energy (zero: lowest compared OMol25 entry of this formula, charge and spin) = 0.0 kcal per mole
total energy = -268874.828 eV
expectation value of S² = 0.79
largest force on an atom = 0.492 eV/A

Structure (XYZ):
```
82
Properties=species:S:1:pos:R:3:forces:R:3
Co -0.210 -0.583 -0.753 -0.11 -0.45 -0.15
N -0.685 1.036 -1.825 -0.04 0.00 0.07
C -1.380 0.754 -3.092 0.00 0.02 0.02
C -2.448 1.809 -3.446 0.01 -0.02 0.01
C -3.211 2.506 -2.304 0.00 0.01 0.00
C -3.896 1.633 -1.231 0.00 0.02 -0.01
N -4.164 0.267 -1.657 0.04 -0.01 0.01
C -5.121 -0.110 -2.468 -0.01 0.03 0.03
N -6.141 0.741 -2.735 0.00 -0.02 0.02
N -5.080 -1.322 -3.037 0.02 -0.01 -0.07
C -1.922 -0.695 -3.142 -0.07 -0.03 -0.01
O -2.682 -0.965 -4.105 -0.03 0.01 -0.01
O -1.593 -1.490 -2.236 0.06 -0.03 0.03
H -1.293 1.515 -1.170 0.02 0.11 0.05
H 0.108 1.652 -1.968 0.06 -0.07 -0.08
H -0.620 0.749 -3.875 0.00 0.03 0.00
H -3.147 1.329 -4.133 0.01 -0.02 0.00
H -1.968 2.613 -4.011 -0.01 0.00 -0.01
H -3.962 3.140 -2.784 0.01 0.00 -0.01
H -2.543 3.188 -1.772 -0.02 0.00 0.01
H -4.816 2.110 -0.883 0.01 0.00 0.01
H -3.278 1.530 -0.343 0.00 -0.01 -0.01
H -3.485 -0.422 -1.328 -0.03 -0.02 -0.01
H -6.339 1.475 -2.078 0.00 0.00 0.00
H -6.905 0.416 -3.299 0.01 0.01 -0.01
H -4.129 -1.549 -3.417 0.06 0.01 0.05
H -5.836 -1.542 -3.665 -0.02 0.00 0.02
F 2.079 3.281 1.246 -0.03 0.01 0.00
C 2.252 2.385 2.216 0.03 -0.02 0.03
F 3.471 1.856 2.087 -0.01 0.00 0.00
F 2.189 3.011 3.394 0.00 0.01 0.00
S 0.998 1.034 2.125 0.06 -0.19 0.03
O 1.121 0.589 0.756 -0.24 0.32 0.02
O 1.402 0.125 3.155 -0.03 -0.01 0.02
N -0.373 1.673 2.541 0.04 0.06 -0.05
S -1.353 2.592 1.731 0.07 -0.01 0.01
O -0.950 2.918 0.385 0.01 0.00 -0.03
O -2.717 2.230 1.965 -0.01 -0.04 0.02
C -1.193 4.190 2.642 -0.03 0.00 -0.02
F 0.013 4.733 2.482 0.04 -0.01 0.00
F -1.415 4.032 3.946 -0.01 -0.01 0.01
F -2.101 5.053 2.165 0.01 0.00 -0.01
Br 2.526 -2.777 0.628 -0.02 0.00 0.03
C 0.834 -2.717 1.438 -0.01 -0.07 -0.03
C 0.716 -3.358 2.665 -0.01 -0.02 -0.01
C -0.500 -3.326 3.314 0.00 0.02 -0.01
C -1.546 -2.647 2.716 -0.01 -0.04 0.00
C -1.322 -2.019 1.509 -0.07 -0.03 -0.05
N -0.151 -2.056 0.844 0.19 0.15 0.12
C -2.406 -1.159 0.907 -0.02 0.02 -0.03
O -3.577 -1.337 1.213 0.01 -0.01 0.00
O -1.952 -0.273 0.106 0.00 0.27 0.07
H 1.579 -3.848 3.089 0.00 -0.01 -0.01
H -0.620 -3.805 4.277 0.00 -0.01 0.00
H -2.528 -2.560 3.157 0.00 0.01 0.00
C 3.615 1.594 -1.553 0.00 -0.02 0.00
Si 3.715 -0.222 -2.087 0.00 0.04 0.00
C 4.883 -1.067 -0.864 0.01 0.00 0.00
C 4.613 -0.275 -3.751 0.01 0.02 0.01
As 1.543 -0.919 -2.432 0.01 0.01 -0.01
Si 1.592 -3.159 -3.040 0.03 -0.02 -0.02
C 0.383 -4.214 -2.047 0.01 0.01 -0.01
C 1.050 -3.274 -4.842 -0.01 0.02 0.01
C 3.288 -3.990 -2.935 -0.02 -0.01 0.00
H 3.933 2.257 -2.361 -0.02 0.00 0.00
H 4.252 1.788 -0.686 0.01 0.00 -0.01
H 2.596 1.867 -1.270 0.01 -0.01 0.02
H 5.881 -0.631 -0.980 0.00 0.00 0.00
H 4.967 -2.142 -1.040 0.00 0.00 0.00
H 4.563 -0.904 0.166 0.03 0.01 -0.02
H 5.642 0.087 -3.654 0.00 0.00 0.00
H 4.090 0.358 -4.470 0.00 -0.01 -0.01
H 4.646 -1.286 -4.163 0.00 -0.01 0.01
H -0.477 -3.620 -1.734 0.00 0.00 -0.03
H 0.860 -4.644 -1.164 -0.01 0.02 0.03
H 0.015 -5.035 -2.670 0.02 -0.02 0.01
H 0.026 -2.903 -4.939 0.00 0.01 0.00
H 1.082 -4.305 -5.210 0.00 0.00 0.01
H 1.688 -2.655 -5.477 0.00 -0.01 0.00
H 3.631 -4.062 -1.901 0.00 0.01 0.00
H 4.046 -3.453 -3.508 -0.01 0.01 0.00
H 3.222 -5.007 -3.336 0.00 0.00 0.00
```
Positions in Å, forces in eV/Å.

***

DFT (the ωB97M-V functional and the def2-TZVPD basis) results for C20H35B2BeF6I2N3O3 as an isolated structure.

Calculated values
M = 763.950 g/mol
highest occupied orbital energy = -8.2 eV
total energy = -66159.869 eV
largest force on an atom = 6.475 eV/A

Structure (XYZ):
```
72
Properties=species:S:1:pos:R:3:forces:R:3
C -2.423 1.435 0.820 -0.18 1.86 -0.19
O -1.708 0.246 0.324 -1.36 -1.10 0.96
C -2.326 -1.000 0.806 -1.60 0.27 1.04
C -3.180 -1.818 -0.352 -0.36 0.95 -0.16
C -2.525 -3.257 -0.784 -0.29 1.73 -1.14
C -1.136 -2.920 -1.655 -1.12 -0.95 0.51
C 0.109 -3.331 -0.662 -1.98 -2.70 -0.09
N 1.399 -2.558 -0.891 0.71 -0.62 -0.08
C 1.149 -1.143 -0.424 -0.75 3.66 0.70
C 2.468 -0.195 -0.243 4.27 3.10 0.57
C 3.461 -0.176 1.103 0.53 2.05 -2.48
C 4.768 0.844 1.249 -1.54 0.94 -3.25
C 5.160 1.922 0.061 -3.98 -2.96 -0.48
C 4.199 1.938 -1.269 -0.08 -1.33 1.82
C 4.422 2.997 -2.544 -1.21 -0.69 0.64
C 2.919 0.924 -1.402 0.42 -1.23 2.78
B 1.614 -2.666 -2.426 0.76 -0.32 -5.05
N 1.924 -1.470 -3.324 0.77 -2.92 0.87
O 1.469 -3.971 -3.167 -1.72 2.88 1.72
C 2.641 -3.180 -0.292 2.14 -2.11 5.74
I 4.473 -3.694 -1.469 -1.97 0.68 0.65
C 2.827 -3.499 1.181 -2.13 1.75 -3.70
C 1.695 -3.160 2.304 0.19 -0.44 1.20
I 4.704 -4.427 1.956 -0.79 -0.10 -1.55
H -3.594 1.306 0.737 2.29 0.09 0.26
H -2.138 2.362 0.125 -0.47 -2.34 1.44
H -2.113 1.762 1.917 -0.68 -1.13 -2.27
H -1.565 -1.715 1.336 -1.08 1.41 -1.06
H -3.112 -0.681 1.644 1.76 -0.90 -1.65
H -4.325 -1.887 -0.023 2.61 -0.19 -0.59
H -3.189 -1.097 -1.303 0.08 -1.72 1.94
H -3.299 -3.778 -1.517 1.46 1.03 1.25
H -2.342 -4.008 0.094 -0.07 1.61 -1.19
H -1.228 -3.618 -2.619 0.70 1.75 2.07
H -1.213 -1.784 -1.916 0.42 -2.21 0.34
H 0.355 -4.476 -0.860 -0.45 2.52 0.43
H -0.321 -3.260 0.424 1.47 0.30 -2.02
H 0.463 -1.221 0.551 1.93 0.34 -2.07
H 0.459 -0.583 -1.221 1.64 -1.35 1.70
H 3.256 -0.874 2.018 0.43 1.51 -1.97
H 5.443 0.855 2.232 -1.84 -0.25 -2.38
H 6.053 2.684 0.137 -2.03 -1.85 -0.06
H 3.369 3.547 -2.670 2.25 -1.09 0.31
H 4.573 2.411 -3.573 -0.17 1.19 2.46
H 5.271 3.770 -2.321 -1.61 -1.70 -0.40
H 2.218 0.971 -2.361 1.75 0.25 2.02
H 2.936 -1.237 -3.166 -1.32 0.47 0.00
H 1.894 -1.803 -4.334 0.00 0.58 1.74
H 0.700 -3.850 -3.802 1.49 -0.31 0.87
H 2.144 -3.394 3.385 -0.88 0.47 -2.46
H 1.382 -2.010 2.361 0.64 -2.59 -0.47
H 0.742 -3.874 2.223 2.11 1.66 -0.03
C -3.652 4.728 2.080 0.25 -0.21 0.00
O -2.679 4.058 1.759 -1.05 0.61 0.63
N -4.488 4.465 3.144 0.39 -0.08 -0.53
C -5.622 5.310 3.457 0.11 -0.07 -0.19
C -4.228 3.308 3.975 0.16 1.42 0.47
H -3.941 5.630 1.516 -0.02 -0.02 0.10
H -5.498 5.707 4.469 -0.15 -0.02 -0.06
H -6.535 4.710 3.406 -0.03 0.15 0.09
H -5.699 6.142 2.752 0.06 -0.17 0.06
H -3.228 3.401 4.410 -0.20 -0.29 -0.19
H -4.260 2.409 3.353 0.25 -0.65 0.06
H -4.971 3.231 4.773 0.20 0.09 -0.31
B 0.909 3.008 -4.141 -0.73 0.69 -0.57
F 1.114 3.970 -5.212 -0.13 -1.30 1.42
F -0.437 2.465 -4.228 1.66 0.46 0.22
F 1.875 1.930 -4.266 -0.68 0.72 0.31
F 1.082 3.668 -2.857 0.06 -0.86 -1.20
Be -3.353 -5.566 -0.573 -0.32 -0.92 0.02
F 6.465 -6.140 1.044 -1.03 1.07 0.57
F -3.780 1.206 4.742 -0.01 -0.58 -0.14
```
Positions in Å, forces in eV/Å.

***

DFT (the ωB97M-V functional and the def2-TZVPD basis) results for a 5-piece molecular cluster, C20H35B2BrF9N2O19S5 overall.

Calculated values
total charge = +1
M = 1040.340 g/mol
highest occupied orbital energy = -12.0 eV
total energy = -213198.739 eV
largest force on an atom = 7.587 eV/A

Structure (XYZ):
```
93
Properties=species:S:1:pos:R:3:forces:R:3
C 0.525 -2.816 4.324 0.17 -0.41 -1.20
C 1.222 -1.373 3.843 0.21 0.46 0.90
B 0.089 -0.185 3.737 0.22 0.56 2.30
O -0.122 0.681 4.951 -1.89 -2.37 -2.85
C -0.881 0.136 2.448 -4.28 3.64 -5.10
C -1.399 1.600 1.826 0.18 -3.32 0.74
B -0.882 3.002 2.510 0.30 1.70 1.31
O -1.508 3.411 3.808 3.25 -0.66 -2.75
O 0.186 3.811 1.882 -3.74 -0.72 1.07
C -0.186 5.230 1.764 1.26 2.36 0.01
N -2.333 1.479 0.644 2.53 -6.33 2.72
C -3.048 2.490 -0.218 0.80 1.09 -1.21
C -3.921 3.618 0.572 -1.35 0.04 -0.58
C -5.258 3.013 1.376 3.12 2.33 1.84
F -5.764 4.209 2.148 0.84 -3.93 -2.47
F -4.709 2.084 2.398 -2.35 2.21 -3.09
C -6.335 2.370 0.342 2.01 -1.45 -3.28
F -6.446 3.102 -0.975 1.04 -2.02 4.88
F -5.829 0.998 -0.040 -0.91 4.75 1.16
S -8.072 2.128 0.962 -5.79 -2.05 -0.26
F -8.437 3.797 1.034 1.48 -3.49 0.20
F -7.632 2.007 2.608 -0.47 0.65 -3.62
F -7.885 0.397 0.795 -0.73 3.65 0.80
F -8.632 2.152 -0.692 1.04 -0.22 3.59
F -9.697 1.815 1.438 3.55 0.78 -0.92
C -2.419 -0.020 0.416 0.79 0.20 2.13
C -3.229 -0.889 -0.747 1.30 0.33 -0.61
C -2.057 -1.293 -1.869 -0.23 1.19 -0.42
N -1.594 -0.763 1.457 -1.12 4.27 -1.57
Br -1.533 -2.654 1.433 0.01 1.35 0.09
H 0.674 -3.568 3.414 -0.40 1.48 2.14
H 1.077 -3.260 5.260 -1.25 1.02 -1.86
H -0.636 -2.714 4.501 2.40 -0.25 -0.12
H 1.855 -1.477 2.863 -1.22 -0.04 1.99
H 1.942 -1.081 4.749 -1.57 -0.39 -2.27
H -1.129 0.749 5.099 2.24 0.39 -0.47
H -0.762 3.868 4.310 -1.50 -0.51 -0.76
H -0.844 5.647 2.638 1.11 -1.09 -1.60
H -0.685 5.522 0.735 0.88 -1.04 1.99
H 0.835 5.848 1.801 -2.26 -1.42 -0.09
H -3.645 1.887 -1.035 1.04 1.29 1.93
H -2.199 3.075 -0.820 -1.86 -1.22 1.35
H -3.330 4.286 1.330 -1.06 -1.64 -1.25
H -4.340 4.367 -0.258 0.91 -1.75 1.79
H -3.750 -1.849 -0.323 1.13 2.11 -0.43
H -4.018 -0.258 -1.341 1.53 -0.98 1.57
H -1.132 -1.827 -1.391 -1.97 0.85 -1.00
H -1.696 -0.264 -2.354 -0.69 -2.37 1.08
H -2.558 -1.890 -2.757 1.13 1.04 2.04
C 5.308 -0.913 7.236 0.68 0.06 0.46
C 6.337 -0.832 6.111 -0.19 0.73 0.10
O 6.201 -2.056 5.393 -0.95 -0.61 0.30
S 4.645 -2.540 5.460 0.15 -0.49 0.09
O 3.989 -2.118 4.243 0.81 -0.81 1.45
O 4.611 -3.902 5.942 -0.08 1.80 -0.99
O 4.168 -1.552 6.665 0.16 -0.40 -1.13
H 5.672 -1.537 8.059 0.00 0.10 -0.08
H 5.040 0.074 7.622 -0.16 -0.23 -0.18
H 7.356 -0.716 6.487 -0.16 -0.28 -0.14
H 6.106 -0.011 5.425 0.04 0.00 0.12
C -0.142 2.201 -5.922 0.75 -0.32 0.14
C -0.055 0.856 -6.638 0.29 0.56 -0.62
O -1.101 0.066 -6.076 -1.14 0.79 0.85
S -2.341 1.043 -5.668 0.12 -0.18 -1.00
O -3.315 1.008 -6.736 0.99 0.12 1.85
O -2.681 0.796 -4.285 0.04 0.19 -1.37
O -1.536 2.457 -5.760 -0.77 -0.86 -0.09
H 0.313 2.148 -4.927 0.04 -0.03 -0.10
H 0.330 3.005 -6.494 -0.33 -0.08 0.07
H 0.913 0.370 -6.496 -0.56 0.26 0.01
H -0.253 0.966 -7.709 0.05 0.07 0.08
C 2.441 -3.890 -6.434 0.75 -0.39 0.03
C 2.884 -3.902 -4.974 -0.44 -0.94 -0.35
O 3.026 -2.530 -4.615 -0.50 1.07 -1.00
S 1.938 -1.648 -5.452 0.09 -0.99 0.49
O 0.789 -1.426 -4.603 1.49 0.17 -1.21
O 2.638 -0.579 -6.126 -0.73 -0.97 1.00
O 1.546 -2.786 -6.552 -0.09 0.98 0.96
H 3.291 -3.713 -7.102 -0.07 -0.06 0.07
H 1.941 -4.819 -6.722 -0.11 0.33 0.05
H 3.825 -4.438 -4.828 -0.24 0.40 -0.05
H 2.113 -4.341 -4.332 0.10 -0.02 -0.06
C 5.310 -1.196 -0.794 0.08 0.16 0.72
C 5.944 -2.467 -0.237 0.66 0.39 -0.24
O 4.979 -3.493 -0.456 -0.98 0.35 -0.72
S 4.148 -3.156 -1.819 0.08 0.00 0.03
O 4.734 -3.911 -2.904 -0.86 0.87 1.54
O 2.736 -3.186 -1.512 1.70 -0.29 -0.54
O 4.613 -1.601 -1.971 -0.07 -1.17 -0.10
H 4.579 -0.780 -0.093 0.10 -0.03 -0.01
H 6.056 -0.434 -1.036 -0.19 -0.20 -0.20
H 6.183 -2.383 0.826 -0.26 -0.19 -0.15
H 6.850 -2.732 -0.793 -0.04 0.10 0.08
```
Positions in Å, forces in eV/Å.